Density functional theory data (ωB97M-V/def2-TZVPD) for the molecule C11H22O2.

Each line ends with the Mulliken charge.
Element x y z (Å)
C1 -5.042 -0.811 -0.869  -1.293
C2 -4.015 -0.048 -0.041  -0.309
C3 -2.701 -0.815 0.084  -0.742
C4 -1.664 -0.048 0.901  -0.649
C5 -0.352 -0.823 1.027  -0.562
C6 0.752 0.003 1.697  -1.287
C7 1.646 0.838 0.751  1.013
C8 2.890 0.081 0.250  -1.146
C9 2.665 -1.287 -0.389  0.142
C10 3.992 -1.898 -0.828  -1.501
C11 0.849 1.470 -0.368  -0.220
O1 0.440 2.603 -0.342  -0.605
O2 0.639 0.677 -1.424  -0.390
H1 -5.968 -0.246 -0.948  0.386
H2 -5.264 -1.772 -0.410  0.322
H3 -4.664 -0.992 -1.874  0.320
H4 -3.823 0.923 -0.504  0.321
H5 -4.419 0.138 0.956  0.317
H6 -2.301 -1.009 -0.915  0.336
H7 -2.890 -1.782 0.556  0.293
H8 -2.064 0.148 1.899  0.341
H9 -1.481 0.920 0.432  0.240
H10 -0.536 -1.720 1.623  0.556
H11 -0.031 -1.147 0.038  0.265
H12 1.414 -0.654 2.263  0.414
H13 0.281 0.682 2.411  0.441
H14 2.017 1.688 1.336  0.385
H15 3.554 -0.049 1.109  0.401
H16 3.411 0.722 -0.466  0.342
H17 2.013 -1.188 -1.256  0.202
H18 2.187 -1.956 0.326  0.218
H19 3.830 -2.875 -1.279  0.398
H20 4.659 -2.020 0.023  0.351
H21 4.485 -1.261 -1.559  0.346
H22 0.122 1.151 -2.095  0.356

Atomic forces in eV per Å
0.06 0.21 0.15
0.05 -0.32 -0.15
-0.08 0.46 0.22
0.07 -0.41 -0.24
-0.07 0.14 0.19
0.00 -0.03 -0.14
0.17 -0.03 0.15
-0.31 -0.09 -0.11
0.26 0.09 -0.05
-0.23 0.00 0.07
0.12 0.67 0.31
-0.10 0.09 0.01
-0.04 -0.57 -0.50
-0.13 -0.02 -0.07
-0.06 -0.12 0.00
0.00 -0.05 -0.12
0.01 0.07 0.06
0.01 0.09 0.04
0.03 -0.08 -0.05
0.01 -0.11 -0.04
0.01 0.08 0.05
-0.06 0.11 0.03
0.00 -0.06 -0.05
-0.02 -0.12 0.01
0.04 0.05 0.07
0.04 -0.02 0.07
-0.13 -0.07 -0.20
0.04 0.06 0.01
0.12 0.01 0.02
-0.06 -0.08 0.09
-0.12 -0.04 0.00
0.08 -0.10 -0.06
0.13 -0.03 0.06
0.09 0.04 -0.08
0.07 0.18 0.27

highest occupied orbital energy = -10.2 eV
SMILES = CCCCCC[C@@H](CCC)C(=O)O
relative energy (zero: lowest compared OMol25 entry of this formula, charge and spin) = 6.0 kcal per mole
Kohn-Sham gap = 10.970 eV
energy = -582.836589 a.u.
E_LUMO = 0.72 eV
charge = 0


Density functional theory data (ωB97M-V/def2-TZVPD) for a structure of composition C11H23BiBrNO2P2 in a non-equilibrium geometry.

Each line ends with the Mulliken charge.
Element x y z (Å)
Bi1 -0.215 0.876 0.482  0.646
P1 2.216 -0.395 0.181  0.656
C1 2.235 -0.344 -1.628  -1.213
C2 1.002 -0.928 -2.203  0.795
N1 -0.193 -0.534 -1.659  0.413
C3 -1.337 -1.125 -2.085  0.545
C4 -1.327 -2.141 -3.029  -0.827
C5 -0.129 -2.521 -3.628  -0.573
C6 1.041 -1.868 -3.239  -1.082
C7 -2.655 -0.688 -1.488  -1.113
P2 -2.584 0.977 -0.727  0.543
H1 2.019 -2.128 -3.640  0.489
H2 -2.279 -2.592 -3.308  0.499
H3 -0.089 -3.297 -4.383  0.466
H4 -3.419 -0.636 -2.282  0.556
H5 -2.968 -1.407 -0.710  0.467
H6 2.405 1.036 -2.125  -0.021
H7 3.128 -0.860 -1.999  0.646
H8 1.547 2.672 -2.164  0.522
O1 2.420 2.053 -2.546  -0.641
H9 3.264 2.474 -2.304  0.379
H10 0.167 2.612 -0.846  0.174
O2 0.444 3.134 -1.717  -0.490
H11 0.300 4.093 -1.546  0.411
C8 -2.797 2.092 -2.146  -1.181
H12 -3.854 2.062 -2.463  0.436
H13 -2.510 3.117 -1.876  0.380
H14 -2.149 1.789 -2.979  0.347
C9 -4.075 1.125 0.286  -1.110
H15 -3.927 1.922 1.028  0.392
H16 -4.938 1.373 -0.350  0.400
H17 -4.258 0.193 0.840  0.362
C10 2.059 -2.180 0.566  -1.147
H18 3.031 -2.675 0.403  0.400
H19 1.730 -2.296 1.607  0.402
H20 1.300 -2.659 -0.068  0.317
C11 3.924 -0.011 0.685  -1.156
H21 3.914 0.241 1.755  0.400
H22 4.579 -0.881 0.516  0.391
H23 4.303 0.854 0.122  0.358
Br1 -1.245 -1.028 2.032  -0.237

Atomic forces in eV per Å
0.21 -1.81 0.98
0.42 -1.79 -1.49
-0.29 -0.01 0.15
0.26 0.55 0.66
0.16 -0.17 0.12
0.17 -0.12 -0.05
-0.41 0.29 0.01
0.71 0.62 0.24
-0.38 -0.35 0.14
-0.20 0.11 0.15
-1.03 -0.87 -0.89
-0.31 0.00 -0.03
0.31 0.06 0.03
-0.09 0.04 0.07
0.16 -0.27 0.35
0.00 0.25 -0.34
-0.34 -1.51 0.53
-0.13 0.06 0.08
1.76 -1.07 -0.81
-0.21 2.43 -0.02
-0.24 -0.03 -0.30
0.90 2.28 -2.57
-1.84 -0.27 2.58
0.18 -0.63 -0.12
0.21 0.38 -0.07
0.46 0.06 0.11
-0.31 -0.21 -0.10
-0.17 -0.04 0.21
-0.08 0.18 0.45
-0.19 -0.14 -0.23
0.26 -0.14 0.23
0.06 0.24 -0.22
-0.24 0.01 0.54
-0.39 0.19 0.10
0.27 -0.19 -0.18
0.18 0.25 0.10
-0.11 0.68 0.50
0.26 -0.11 -0.28
-0.39 0.28 -0.02
-0.10 -0.24 0.20
0.52 1.02 -0.80

highest occupied orbital energy = -14.2 eV
relative energy (zero: lowest compared OMol25 entry of this formula, charge and spin) = 57.2 kcal per mole
Kohn-Sham gap = 6.100 eV
energy = -4108.937366 a.u.
E_LUMO = -8.06 eV
charge = +2


Density functional theory data (ωB97M-V/def2-TZVPD) for a cluster of 3 separate species, C11H23BrFN3O5S4 in total in a non-equilibrium geometry.

Each line ends with the Mulliken charge.
Element x y z (Å)
O1 -0.073 -3.343 3.659  -0.602
S1 0.751 -2.788 2.608  1.126
O2 1.083 -3.777 1.605  -0.605
F1 2.147 -2.319 3.288  -0.219
N1 0.043 -1.496 1.776  0.350
C1 0.104 -0.221 2.529  -0.818
C2 0.275 0.995 1.520  -0.056
C3 1.571 0.828 0.628  -0.643
Br1 1.108 1.653 -1.139  -0.235
C4 -1.342 -1.893 1.402  -0.916
C5 -1.531 -1.727 -0.164  -0.270
S2 -3.295 -1.245 -0.528  -0.115
C6 -3.453 0.328 0.359  0.403
N2 -3.045 1.556 0.045  -0.019
N3 -3.435 2.301 1.132  -0.589
C7 -4.033 1.538 2.023  0.114
O3 -4.072 0.231 1.575  -0.304
H1 1.005 -0.185 3.195  0.429
H2 -0.803 0.009 3.139  0.321
H3 -0.593 0.945 0.820  -0.202
H4 0.310 1.978 2.051  0.429
H5 1.819 -0.236 0.428  0.293
H6 2.420 1.401 1.044  0.542
H7 -2.082 -1.317 2.004  0.293
H8 -1.550 -2.975 1.617  0.525
H9 -0.884 -0.874 -0.503  0.012
H10 -1.292 -2.673 -0.708  0.428
H11 -4.451 1.776 3.016  0.387
C8 6.587 -0.412 1.937  -0.986
S3 5.744 0.938 1.097  0.386
O4 4.276 0.699 1.231  -0.534
C9 6.216 0.453 -0.571  -0.957
H12 6.391 -0.327 3.005  0.319
H13 6.210 -1.370 1.575  0.304
H14 7.661 -0.339 1.760  0.395
H15 5.862 -0.558 -0.778  0.307
H16 7.301 0.499 -0.671  0.394
H17 5.759 1.148 -1.275  0.314
C10 -3.060 1.459 -3.554  -0.612
S4 -4.464 0.428 -4.010  0.538
O5 -3.962 -0.964 -4.175  -0.611
C11 -4.683 1.121 -5.658  -0.946
H18 -2.728 1.168 -2.559  -0.013
H19 -2.245 1.313 -4.266  0.330
H20 -3.365 2.506 -3.541  0.349
H21 -3.767 0.996 -6.238  0.293
H22 -4.936 2.179 -5.578  0.339
H23 -5.498 0.591 -6.150  0.333

Atomic forces in eV per Å
0.87 1.77 -0.12
-0.62 -3.88 -0.67
0.37 1.68 0.63
-1.84 0.42 -1.06
0.70 0.02 2.07
0.90 2.20 -0.08
0.30 -1.24 -0.65
-1.17 0.51 0.53
0.46 -0.34 0.51
-0.62 -1.07 -1.12
0.11 1.31 1.05
0.32 0.66 0.13
0.83 -0.53 -0.73
-1.33 -2.55 1.39
-0.76 0.39 1.77
0.89 -0.13 -1.68
0.35 1.48 -0.16
-0.83 -0.38 -0.47
0.56 -0.65 -0.31
0.47 0.42 0.72
-0.25 -0.88 -0.38
-0.10 0.92 0.12
-0.62 -0.62 -0.55
0.63 -0.24 -0.55
0.38 1.02 0.06
-0.48 -0.99 0.04
-0.35 0.93 0.35
0.34 -0.11 -0.96
-0.01 -0.15 0.03
0.12 0.05 0.01
0.57 -0.17 0.04
-0.05 -0.10 -0.11
-0.04 0.08 -0.07
-0.05 0.06 -0.03
-0.03 0.06 -0.01
-0.03 0.03 0.07
-0.02 0.04 0.06
-0.02 0.02 0.12
0.14 0.02 -0.04
0.08 -0.04 0.09
-0.01 0.19 -0.09
0.03 0.03 -0.15
-0.10 0.00 -0.02
-0.07 -0.07 -0.04
-0.05 -0.04 0.03
0.01 -0.04 0.08
-0.01 -0.03 0.05
0.02 -0.03 0.11

highest occupied orbital energy = -8.7 eV
Kohn-Sham gap = 9.081 eV
energy = -5239.885669 a.u.
E_LUMO = 0.37 eV
charge = 0


Density functional theory data (ωB97M-V/def2-TZVPD) for a structure of composition C11H23CaClNO6P2 in a non-equilibrium geometry.

Each line ends with the Mulliken charge.
Element x y z (Å)
Ca1 -0.573 1.758 -0.377  1.589
P1 -0.647 0.944 2.477  0.580
C1 -0.358 -0.858 2.745  -1.184
C2 -0.244 -1.740 1.532  0.259
N1 -0.318 -1.219 0.291  0.106
C3 -0.516 -2.082 -0.733  0.472
C4 -0.656 -3.464 -0.532  -0.672
C5 -0.468 -4.011 0.731  -0.592
C6 -0.178 -3.115 1.761  -0.620
C7 -0.682 -1.580 -2.163  -1.023
P2 0.195 -0.043 -2.684  0.657
H1 0.052 -3.487 2.760  0.463
H2 -0.946 -4.099 -1.385  0.399
H3 -0.555 -5.085 0.899  0.437
H4 -0.333 -2.366 -2.844  0.461
H5 -1.754 -1.386 -2.364  0.468
H6 0.568 -0.865 3.300  0.479
H7 -1.182 -1.247 3.346  0.565
H8 4.902 0.027 1.567  0.312
O1 5.038 -0.714 0.964  -0.610
H9 4.131 -1.063 0.896  0.303
H10 3.539 2.864 -0.535  0.205
O2 1.269 2.522 -0.772  -0.360
H11 2.285 2.591 -0.720  -0.146
C8 1.828 -0.793 -3.049  -1.272
H12 1.706 -1.784 -3.508  0.406
H13 2.404 -0.136 -3.714  0.413
H14 2.356 -0.887 -2.090  0.322
C9 -0.506 0.037 -4.381  -1.293
H15 -0.143 0.959 -4.847  0.402
H16 -0.225 -0.822 -5.002  0.417
H17 -1.599 0.094 -4.313  0.378
C10 -2.186 1.146 3.469  -1.324
H18 -1.980 1.240 4.541  0.393
H19 -2.658 2.075 3.114  0.370
H20 -2.868 0.302 3.310  0.404
C11 0.602 1.715 3.592  -1.291
H21 0.623 2.789 3.362  0.381
H22 0.371 1.596 4.657  0.402
H23 1.596 1.298 3.384  0.359
O3 -1.693 5.077 -1.335  -0.529
Cl1 -2.393 3.834 -1.355  1.735
O4 -2.302 3.169 0.004  -0.890
O5 -3.789 3.950 -1.724  -0.575
O6 -1.715 2.859 -2.277  -0.758

Atomic forces in eV per Å
-2.31 -1.21 0.49
-0.31 -0.05 0.59
0.30 0.51 -0.35
0.03 -0.27 -0.39
-0.57 -0.25 -0.47
0.08 -0.46 0.17
-0.22 0.04 -0.50
0.30 0.70 0.01
-0.18 -0.53 -0.12
-0.56 0.21 0.81
0.52 -1.30 -1.10
-0.30 0.17 -0.15
0.30 0.35 0.50
0.12 0.35 0.00
-0.24 0.22 0.02
0.39 -0.23 0.11
0.23 -0.50 0.45
0.30 0.01 0.19
0.39 0.03 0.03
-1.01 0.08 0.09
0.60 -0.11 -0.10
0.70 0.17 0.11
2.99 0.37 -0.57
-1.60 -0.18 -0.32
0.33 0.55 0.52
-0.03 0.35 0.10
-0.09 -0.21 0.22
0.12 -0.12 -0.35
-0.28 0.87 0.21
-0.14 -0.18 -0.08
0.09 0.08 0.36
0.23 0.08 -0.09
-0.18 0.56 -0.36
0.05 -0.09 -0.23
-0.12 -0.33 0.30
0.12 0.30 -0.10
0.09 0.19 -0.22
0.08 -0.23 0.15
0.01 -0.12 -0.25
-0.21 0.16 0.04
-0.30 -0.74 0.04
-1.94 -0.38 -0.64
0.15 0.64 -0.78
2.07 -0.03 0.57
-0.04 0.51 1.10

highest occupied orbital energy (spin up / spin down) = -12.8 / -12.8 eV
relative energy (zero: lowest compared OMol25 entry of this formula, charge and spin) = 0.0 kcal per mole
Kohn-Sham gap (spin up / spin down) = 7.923 / 5.046 eV
energy = -2759.077167 a.u.
E_LUMO (spin up / spin down) = -4.87 / -7.74 eV
charge = +1


Density functional theory data (ωB97M-V/def2-TZVPD) for a structure of composition C11H23CeN2O5P2 in a non-equilibrium geometry.

Each line ends with the Mulliken charge.
Element x y z (Å)
Ce1 0.027 -0.051 1.227  0.508
P1 -2.576 0.493 0.572  0.259
C1 -2.163 0.878 -1.078  -1.187
C2 -0.891 1.349 -1.596  1.357
N1 0.263 1.151 -0.853  -0.067
C3 1.504 1.473 -1.284  0.839
C4 1.668 2.208 -2.455  -0.788
C5 0.508 2.495 -3.192  -0.378
C6 -0.759 2.071 -2.801  -0.928
C7 2.690 1.099 -0.352  -1.148
P2 2.593 -0.439 0.650  0.587
H1 -1.670 2.294 -3.365  0.475
H2 2.684 2.515 -2.739  0.498
H3 0.619 3.059 -4.107  0.468
H4 3.583 0.872 -0.950  0.508
H5 2.903 1.932 0.351  0.385
H6 -2.282 -1.262 -2.952  0.296
H7 -3.060 1.073 -1.673  0.536
H8 -0.659 -3.617 -1.486  0.324
O1 -2.018 -2.176 -3.174  -0.574
H9 -2.679 -2.375 -3.867  0.322
H10 -0.366 -1.924 1.514  0.009
O2 -0.248 -4.038 -0.705  -0.593
H11 0.525 -3.463 -0.535  0.230
C8 2.868 -1.862 -0.430  -1.220
H12 3.908 -1.684 -0.726  0.432
H13 2.710 -2.790 0.150  0.396
H14 2.155 -1.831 -1.274  0.389
C9 3.726 -0.352 2.065  -1.057
H15 3.602 -1.278 2.661  0.393
H16 4.694 -0.268 1.547  0.411
H17 3.461 0.525 2.692  0.394
C10 -3.112 1.955 1.505  -1.038
H18 -4.082 2.137 1.011  0.423
H19 -3.180 1.710 2.583  0.408
H20 -2.394 2.783 1.344  0.366
C11 -3.519 -1.029 0.846  -1.075
H21 -3.641 -1.180 1.937  0.419
H22 -4.449 -0.766 0.316  0.435
H23 -2.980 -1.890 0.400  0.364
O3 -1.088 -0.057 5.163  -0.445
N2 0.011 0.035 4.635  0.900
O4 1.094 0.017 5.183  -0.447
O5 0.018 0.207 3.243  -0.390

Atomic forces in eV per Å
-1.04 -0.62 1.56
2.20 -0.77 2.06
-0.48 1.20 -1.47
0.50 0.43 0.40
-0.08 -0.54 -0.61
-0.48 -0.08 0.88
-0.15 -0.31 0.06
0.38 0.10 -0.10
-0.28 -0.33 0.32
0.33 0.21 -0.48
-0.90 -0.42 0.58
0.54 -0.03 -0.01
-0.69 -0.06 -0.16
-0.09 0.08 -0.07
-0.03 0.82 -0.18
0.06 -0.33 -0.51
0.34 -0.58 -0.03
0.49 -0.19 -0.62
0.06 -0.46 0.26
-0.82 0.91 -0.20
0.55 -0.34 0.33
0.08 -0.14 -0.31
0.39 1.21 -0.36
-0.59 -0.70 -0.05
0.27 0.43 0.24
-0.12 -0.90 -0.52
0.39 0.40 -0.32
0.55 0.02 0.22
0.03 0.09 -0.73
0.31 0.48 -0.39
0.21 -0.01 1.03
0.39 -0.49 -0.42
-0.53 -0.10 -0.60
0.12 0.75 0.85
-0.17 0.10 -0.65
-0.56 -0.39 0.01
-0.48 0.67 -0.65
-0.12 0.17 -0.66
-0.21 -1.07 0.47
-0.44 0.50 0.15
1.80 0.17 -1.64
-0.47 0.03 2.73
-1.30 0.01 -1.45
0.02 0.08 1.04

highest occupied orbital energy (spin up / spin down) = -15.3 / -15.3 eV
relative energy (zero: lowest compared OMol25 entry of this formula, charge and spin) = 77.6 kcal per mole
Kohn-Sham gap (spin up / spin down) = 7.417 / 6.017 eV
multiplicity = 2
energy = -2075.640209 a.u.
E_LUMO (spin up / spin down) = -7.91 / -9.27 eV
charge = +2


Q: The lowest energy belongs to which entry?
A: C11H23BrFN3O5S4


Q: Among the records above, which one has the highest energy?
A: C11H22O2


Q: Among the records above, which one has the highest energy?
A: C11H22O2


Repeat the second record exactly.
Density functional theory data (ωB97M-V/def2-TZVPD) for a structure of composition C11H23BiBrNO2P2 in a non-equilibrium geometry.

Each line ends with the Mulliken charge.
Element x y z (Å)
Bi1 -0.215 0.876 0.482  0.646
P1 2.216 -0.395 0.181  0.656
C1 2.235 -0.344 -1.628  -1.213
C2 1.002 -0.928 -2.203  0.795
N1 -0.193 -0.534 -1.659  0.413
C3 -1.337 -1.125 -2.085  0.545
C4 -1.327 -2.141 -3.029  -0.827
C5 -0.129 -2.521 -3.628  -0.573
C6 1.041 -1.868 -3.239  -1.082
C7 -2.655 -0.688 -1.488  -1.113
P2 -2.584 0.977 -0.727  0.543
H1 2.019 -2.128 -3.640  0.489
H2 -2.279 -2.592 -3.308  0.499
H3 -0.089 -3.297 -4.383  0.466
H4 -3.419 -0.636 -2.282  0.556
H5 -2.968 -1.407 -0.710  0.467
H6 2.405 1.036 -2.125  -0.021
H7 3.128 -0.860 -1.999  0.646
H8 1.547 2.672 -2.164  0.522
O1 2.420 2.053 -2.546  -0.641
H9 3.264 2.474 -2.304  0.379
H10 0.167 2.612 -0.846  0.174
O2 0.444 3.134 -1.717  -0.490
H11 0.300 4.093 -1.546  0.411
C8 -2.797 2.092 -2.146  -1.181
H12 -3.854 2.062 -2.463  0.436
H13 -2.510 3.117 -1.876  0.380
H14 -2.149 1.789 -2.979  0.347
C9 -4.075 1.125 0.286  -1.110
H15 -3.927 1.922 1.028  0.392
H16 -4.938 1.373 -0.350  0.400
H17 -4.258 0.193 0.840  0.362
C10 2.059 -2.180 0.566  -1.147
H18 3.031 -2.675 0.403  0.400
H19 1.730 -2.296 1.607  0.402
H20 1.300 -2.659 -0.068  0.317
C11 3.924 -0.011 0.685  -1.156
H21 3.914 0.241 1.755  0.400
H22 4.579 -0.881 0.516  0.391
H23 4.303 0.854 0.122  0.358
Br1 -1.245 -1.028 2.032  -0.237

Atomic forces in eV per Å
0.21 -1.81 0.98
0.42 -1.79 -1.49
-0.29 -0.01 0.15
0.26 0.55 0.66
0.16 -0.17 0.12
0.17 -0.12 -0.05
-0.41 0.29 0.01
0.71 0.62 0.24
-0.38 -0.35 0.14
-0.20 0.11 0.15
-1.03 -0.87 -0.89
-0.31 0.00 -0.03
0.31 0.06 0.03
-0.09 0.04 0.07
0.16 -0.27 0.35
0.00 0.25 -0.34
-0.34 -1.51 0.53
-0.13 0.06 0.08
1.76 -1.07 -0.81
-0.21 2.43 -0.02
-0.24 -0.03 -0.30
0.90 2.28 -2.57
-1.84 -0.27 2.58
0.18 -0.63 -0.12
0.21 0.38 -0.07
0.46 0.06 0.11
-0.31 -0.21 -0.10
-0.17 -0.04 0.21
-0.08 0.18 0.45
-0.19 -0.14 -0.23
0.26 -0.14 0.23
0.06 0.24 -0.22
-0.24 0.01 0.54
-0.39 0.19 0.10
0.27 -0.19 -0.18
0.18 0.25 0.10
-0.11 0.68 0.50
0.26 -0.11 -0.28
-0.39 0.28 -0.02
-0.10 -0.24 0.20
0.52 1.02 -0.80

highest occupied orbital energy = -14.2 eV
relative energy (zero: lowest compared OMol25 entry of this formula, charge and spin) = 57.2 kcal per mole
Kohn-Sham gap = 6.100 eV
energy = -4108.937366 a.u.
E_LUMO = -8.06 eV
charge = +2